1.
A molecular structure, C13H12BF4N3O12P2Zr at a distorted geometry, computed with ωB97M-V with the def2-TZVPD basis set.

Properties
2S+1 = 1
Kohn-Sham gap = 8.229 eV

Each line ends with the Löwdin charge.
Element x y z (Å)
Zr1 0.1448 0.5285 0.8823  2.03
C1 4.3299 0.7670 3.7403  -0.04
C2 3.5682 0.0450 2.6366  -0.59
O1 4.3473 -1.0571 2.2133  -0.02
P1 3.2343 1.1650 1.2214  0.54
O2 4.5998 1.4014 0.4889  -0.05
O3 2.8880 2.6099 1.7203  -0.08
O4 2.1951 0.5026 0.3195  -0.38
P2 1.8834 -0.4733 3.1963  0.42
O5 1.5188 -1.4815 1.9708  -0.18
O6 1.7324 -1.0714 4.5151  -0.21
O7 1.0577 0.7771 2.7411  -0.45
H1 5.2346 1.2290 3.3455  0.09
H2 4.6037 0.0251 4.4886  0.10
H3 3.7263 1.5343 4.2237  0.09
H4 3.8224 -1.6157 1.6239  0.10
H5 4.5402 1.8489 -0.3714  0.12
H6 2.0610 2.6747 2.2253  0.10
H7 1.0458 -2.2724 2.2731  0.12
O8 0.0042 2.5344 0.4664  -0.31
N1 0.8194 2.7816 -0.5629  -0.01
C3 0.5428 3.8305 -1.2367  -0.27
C4 -0.5693 4.6977 -0.9063  -0.14
N2 -1.4502 5.3848 -0.6443  0.19
C5 1.4190 4.1449 -2.3455  -0.15
N3 2.1193 4.4050 -3.2168  0.17
O9 -0.4346 -1.3557 0.0484  -0.12
C6 -0.7620 -0.8171 -1.0779  -0.55
O10 -0.2492 0.3190 -1.3020  -0.07
C7 -1.7216 -1.4527 -1.9741  -0.13
C8 -1.8009 -1.0041 -3.2861  0.01
C9 -2.7206 -1.5582 -4.1780  0.04
C10 -3.5382 -2.5399 -3.6749  -0.21
O11 -4.5123 -3.2127 -4.3370  0.05
C11 -5.1078 -4.1079 -3.3817  -0.10
O12 -4.3990 -3.9519 -2.1482  0.04
C12 -3.4641 -2.9786 -2.3642  -0.20
C13 -2.5617 -2.4664 -1.4786  0.10
H8 -1.1401 -0.2120 -3.6107  0.12
H9 -2.7940 -1.2280 -5.2039  0.13
H10 -4.9975 -5.1300 -3.7389  0.14
H11 -6.1515 -3.8331 -3.2372  0.14
H12 -2.4951 -2.8027 -0.4539  0.14
F1 -2.1396 0.8012 0.6840  0.05
B1 -2.2135 0.7113 2.1458  -1.17
F2 -1.4325 1.7819 2.5634  0.15
F3 -1.3410 -0.4531 2.3536  0.03
F4 -3.4418 0.5745 2.6437  0.26

2.
A molecular structure, C24H33Br2N9OPRuS, computed with ωB97M-V with the def2-TZVPD basis set.

Properties
2S+1 = 2
total charge = +2
Kohn-Sham gap (spin up / spin down) = 7.625 / 5.749 eV
⟨S²⟩ = 0.76

Each line ends with the Löwdin charge.
Element x y z (Å)
Ru1 -0.0785 0.3259 0.2269  0.92
C1 -6.2111 -0.8217 1.5057  0.01
C2 -5.1657 0.2042 1.7198  -0.30
N1 -5.3510 1.4000 2.1866  0.16
N2 -4.1168 1.9607 2.1904  0.05
C3 -3.1644 1.1492 1.7351  -0.64
S1 -1.4839 1.4933 1.7998  0.74
N3 -3.8277 0.0171 1.4239  -0.06
N4 -3.2314 -1.1185 0.8736  0.15
H1 -7.1490 -0.4436 1.9032  0.10
H2 -5.9594 -1.7495 2.0211  0.10
H3 -6.3475 -1.0327 0.4436  0.10
H4 -3.9866 2.8880 2.5643  0.17
H5 -2.6868 -1.5996 1.5810  0.07
H6 -3.9650 -1.7265 0.5299  0.11
Br1 -1.0333 -3.6267 3.1621  0.85
C4 0.1674 -2.2130 3.4696  -0.58
C5 0.8834 -2.1551 4.6799  -0.14
C6 1.7652 -1.1364 4.9106  -0.61
Br2 2.7252 -1.1031 6.5264  0.86
C7 1.9517 -0.1107 3.9427  -0.16
C8 2.8410 0.9747 4.0720  0.01
C9 2.9369 1.8931 3.0637  0.00
C10 2.1211 1.7589 1.9308  -0.09
N5 1.2691 0.7667 1.7818  -0.07
C11 1.1976 -0.1844 2.7584  -0.17
C12 0.3304 -1.2566 2.4966  -0.42
O1 -0.2662 -1.2996 1.3213  -0.31
H7 0.7376 -2.9283 5.4210  0.11
H8 3.4419 1.0678 4.9666  0.10
H9 3.6140 2.7320 3.1306  0.12
H10 2.1576 2.4892 1.1445  0.07
C13 -1.8034 3.2069 -1.1555  -0.25
P1 -0.1833 2.3940 -1.0178  0.71
C14 0.8115 3.7759 -0.3879  -0.25
C15 0.3622 2.2801 -2.7480  -0.23
H11 -1.6831 4.1205 -1.7395  0.07
H12 -2.1604 3.4697 -0.1594  0.02
H13 -2.5534 2.5828 -1.6408  0.04
H14 0.6631 4.6397 -1.0369  0.06
H15 1.8697 3.5323 -0.3960  0.04
H16 0.5035 4.0344 0.6257  0.06
H17 0.4999 3.2857 -3.1471  0.06
H18 -0.3795 1.7573 -3.3542  0.05
H19 1.3038 1.7417 -2.8178  0.02
C16 4.4455 0.5835 -2.6359  -0.02
C17 3.7163 -0.7216 -2.2827  -0.58
C18 3.2612 -1.4552 -3.5526  -0.02
C19 4.6018 -1.6237 -1.4109  -0.02
C20 2.5149 -0.3716 -1.5061  -0.06
N6 1.5782 -0.0927 -0.9105  0.10
H20 5.3168 0.3345 -3.2407  0.10
H21 4.7880 1.1016 -1.7403  0.09
H22 3.8108 1.2532 -3.2172  0.09
H23 4.1442 -1.7087 -4.1382  0.10
H24 2.6134 -0.8277 -4.1651  0.09
H25 2.7348 -2.3783 -3.3100  0.09
H26 5.4961 -1.8775 -1.9794  0.10
H27 4.0900 -2.5489 -1.1473  0.10
H28 4.9094 -1.1155 -0.4972  0.10
N7 -1.1488 -4.2492 -2.2440  0.16
C21 -1.4446 -2.9327 -2.2445  -0.35
C22 -0.8774 -2.0579 -1.2918  -0.08
N8 -1.1632 -0.7646 -1.3006  -0.07
C23 -2.0076 -0.3113 -2.2385  -0.14
C24 -2.5465 -1.1805 -3.1649  -0.09
N9 -2.2782 -2.4794 -3.1794  0.15
H29 -0.6076 -4.6705 -1.5121  0.11
H30 -1.6113 -4.8443 -2.9101  0.12
H31 -0.2146 -2.4241 -0.5241  0.10
H32 -2.2628 0.7408 -2.2391  0.07
H33 -3.2249 -0.8130 -3.9253  0.12

3.
2 unconnected molecules or ions with the total composition C5H14 at a distorted geometry, computed with ωB97M-V with the def2-TZVPD basis set.

Properties
SMILES string = CCC.CC
2S+1 = 1
Kohn-Sham gap = 12.511 eV

Each line ends with the Löwdin charge.
Element x y z (Å)
C1 0.2322 1.7463 1.8970  -0.31
C2 -1.2115 1.3837 2.2642  -0.12
C3 0.4657 1.7997 0.3832  -0.12
H1 0.4461 2.7276 2.3099  0.09
H2 0.9119 1.0239 2.3273  0.09
H3 -1.8038 0.9800 1.4381  0.07
H4 -0.3931 2.2677 -0.1027  0.07
H5 1.3691 2.3213 0.1111  0.06
H6 -1.6923 2.2387 2.7058  0.06
H7 -1.2910 0.5993 3.0233  0.06
H8 0.6025 0.7936 -0.0130  0.05
C4 1.0471 -2.0890 -2.0873  -0.16
C5 -0.4736 -2.3664 -1.9892  -0.16
H9 1.3289 -1.3367 -1.3503  0.04
H10 1.6671 -2.9546 -1.8558  0.06
H11 1.2421 -1.7612 -3.0938  0.05
H12 -0.8337 -2.1964 -0.9781  0.06
H13 -0.6482 -3.4158 -2.2530  0.06
H14 -0.9655 -1.7617 -2.7368  0.05

4.
A molecular structure, C4H15InNO11P2 at a distorted geometry, computed with ωB97M-V with the def2-TZVPD basis set.

Properties
2S+1 = 1
total charge = -3
Kohn-Sham gap = 2.809 eV

Each line ends with the Löwdin charge.
Element x y z (Å)
In1 17.2933 -24.9611 -18.5003  0.88
P1 17.6715 -21.9144 -16.6433  -0.15
O1 16.2471 -21.4607 -16.2363  -0.33
O2 17.7981 -22.1690 -18.1494  -0.49
O3 17.6283 -23.3642 -16.0238  -0.29
O4 18.7224 -21.0406 -15.9899  -0.45
P2 15.0985 -25.8725 -16.1234  -0.13
O5 16.1530 -26.8185 -16.7767  -0.56
O6 13.7191 -26.5382 -16.0560  -0.49
O7 15.1825 -24.5213 -16.9069  -0.34
O8 15.5808 -25.2971 -14.7439  -0.34
C1 15.9560 -22.0876 -22.6045  -0.10
C2 16.6124 -22.9807 -21.5846  -0.43
C3 18.0887 -22.6098 -21.3566  -0.22
O9 18.8101 -23.6350 -20.7123  -0.29
C4 20.1894 -23.4377 -20.6619  -0.14
N1 15.8908 -23.0321 -20.2778  0.06
H1 16.1576 -21.0122 -22.5724  0.07
H2 14.8892 -22.2682 -22.7557  0.06
H3 16.3295 -22.3500 -23.6099  0.06
H4 16.5778 -23.9897 -22.0163  0.12
H5 18.2132 -21.6832 -20.7862  0.12
H6 18.4737 -22.3767 -22.3629  0.11
H7 20.4518 -22.3761 -20.7727  0.08
H8 20.7087 -23.9524 -21.4809  0.07
H9 20.6329 -23.6734 -19.6945  0.09
H10 14.8990 -23.0048 -20.5110  0.07
H11 16.1236 -22.0600 -20.0479  0.08
O10 14.7550 -25.9296 -19.6105  -0.10
H12 14.5438 -26.8515 -19.4138  0.04
H13 14.0747 -25.6418 -20.2287  0.03
O11 17.4374 -26.4125 -21.0652  -0.13
H14 16.8252 -27.1291 -21.2794  0.03
H15 18.2298 -26.5912 -21.5887  0.03

5.
A single C2H6N2O molecule at a distorted geometry, computed with ωB97M-V with the def2-TZVPD basis set.

Properties
SMILES string = CC(=O)NN
2S+1 = 1
Kohn-Sham gap = 10.758 eV

Each line ends with the Löwdin charge.
Element x y z (Å)
C1 -0.7207 0.8467 -1.0774  -0.02
C2 -0.3289 -0.1888 0.0023  -0.59
H1 -0.0362 1.3009 -1.7795  0.05
H2 -1.2432 1.8051 -0.8105  0.08
H3 -1.5667 0.2527 -1.6637  0.12
H4 1.5801 -0.0372 -0.4220  0.04
H5 0.4525 -0.2125 1.9839  0.11
H6 0.8389 -1.8061 1.6599  0.13
N1 1.0225 -0.5964 0.0230  0.01
N2 1.1721 -0.7766 1.4053  -0.04
O1 -1.1705 -0.5878 0.6787  0.10